{
  "formula": "C17H19ClN2O2",
  "method": "ωB97M-V/def2-TZVPD",
  "smiles": "Cc1ccc(C(C)C)c(OCC(=O)Nc2ccc(Cl)cn2)c1",
  "e_above_lowest_ev": 0.513,
  "charge": 0,
  "e_homo_ev": -8.73,
  "elements": ["C", "C", "C", "C", "C", "C", "C", "H", "O", "C", "C", "O", "N", "C", "N", "C", "C", "C", "C", "H", "H", "Cl", "H", "H", "H", "H", "C", "C", "H", "H", "H", "C", "H", "H", "H", "H", "H", "H", "H", "H", "H"],
  "coordinates": [[1.62998, 1.43556, -2.46250], [0.41139, 1.16501, -1.63558], [-0.10253, 2.14045, -0.78826], [-1.21591, 1.88851, -0.01335], [-1.84861, 0.64988, -0.02767], [-1.31725, -0.33505, -0.86013], [-0.21516, -0.06884, -1.66572], [0.15442, -0.85693, -2.30637], [-1.87676, -1.60904, -0.90940], [-1.35020, -2.54331, 0.01746], [0.17845, -2.61114, -0.03802], [0.78330, -3.47095, -0.63102], [0.76703, -1.57776, 0.63915], [2.07485, -1.12351, 0.54072], [2.25923, 0.06100, 1.11593], [3.45037, 0.62142, 1.05985], [4.52289, 0.02101, 0.41523], [4.33958, -1.22223, -0.17950], [3.09407, -1.81528, -0.11472], [2.90107, -2.77556, -0.56187], [5.15846, -1.71225, -0.68267], [6.05848, 0.80653, 0.35365], [3.54700, 1.58406, 1.54148], [0.17069, -0.90078, 1.10181], [-1.76291, -3.50852, -0.28266], [-1.67154, -2.30433, 1.04284], [-3.06743, 0.37822, 0.82090], [-2.72392, 0.45054, 2.31118], [-2.37574, 1.44566, 2.57723], [-1.94201, -0.26206, 2.57058], [-3.60376, 0.22358, 2.90926], [-4.19202, 1.35798, 0.48053], [-3.91204, 2.37747, 0.73330], [-5.09127, 1.10189, 1.03647], [-4.41824, 1.31593, -0.58225], [-3.42429, -0.62994, 0.58726], [-1.59945, 2.66976, 0.62528], [0.37588, 3.10759, -0.74110], [1.52076, 2.36731, -3.01446], [2.50311, 1.53035, -1.81614], [1.81005, 0.62775, -3.16674]]
}